[1]
Density functional theory data (ωB97M-V with the def2-TZVPD basis set) for 9 unconnected molecules or ions with the total composition C16H51BF4N3O8.

The geometry in XYZ format:
```
83
C16H51BF4N3O8, DFT ωB97M-V with the def2-TZVPD basis set
B -1.546 0.731 -0.944
F -0.172 0.570 -0.648
F -1.762 0.929 -2.303
F -2.248 -0.387 -0.460
F -1.968 1.847 -0.198
C -1.995 -3.052 1.482
C -3.214 -2.804 2.334
O -3.168 -3.541 3.569
H -2.151 -2.368 0.642
H -1.980 -4.005 0.952
H -1.041 -2.822 1.948
H -4.177 -3.091 1.892
H -3.380 -1.740 2.545
H -3.911 -3.267 4.111
C -1.233 0.907 -6.912
C -1.246 0.905 -5.405
O -2.543 0.501 -4.965
H -1.901 1.659 -7.336
H -1.541 -0.036 -7.370
H -0.207 1.042 -7.266
H -0.933 1.867 -4.992
H -0.521 0.153 -5.068
H -2.430 0.374 -4.010
O -4.629 1.446 0.015
H -3.958 0.759 -0.085
H -4.147 2.198 0.367
O -0.966 4.019 -1.820
H -1.599 4.500 -1.279
H -0.943 3.134 -1.425
O -3.065 -2.582 -2.039
H -2.418 -2.901 -2.676
H -2.650 -1.802 -1.635
C 4.610 -3.393 -1.876
C 3.525 -2.966 -0.868
C 2.145 -3.533 -1.199
O 1.537 -3.013 -2.353
C 1.278 -1.624 -2.249
N 3.937 -3.386 0.487
H 5.549 -2.863 -1.722
H 4.251 -3.278 -2.902
H 4.832 -4.460 -1.770
H 3.482 -1.874 -0.919
H 1.445 -3.437 -0.362
H 2.348 -4.596 -1.373
H 1.108 -1.335 -1.208
H 0.421 -1.296 -2.833
H 2.158 -1.063 -2.579
H 3.524 -4.299 0.659
H 4.937 -3.534 0.492
C 3.502 1.466 -0.571
C 2.843 1.983 0.729
C 2.053 3.262 0.458
O 1.608 3.786 1.690
C 0.741 4.890 1.502
N 1.870 0.981 1.243
H 4.266 0.714 -0.372
H 3.968 2.352 -1.015
H 2.758 1.010 -1.221
H 3.579 2.135 1.520
H 1.199 3.014 -0.177
H 2.775 3.932 -0.028
H -0.245 4.561 1.152
H 1.134 5.516 0.694
H 0.590 5.445 2.425
H 2.334 0.076 1.266
H 1.144 0.915 0.522
C -3.022 1.520 3.621
C -1.501 1.474 3.878
C -0.931 0.077 3.770
O 0.443 0.089 4.054
C 1.077 -1.168 3.915
N -0.798 2.330 2.907
H -3.426 2.493 3.923
H -3.575 0.792 4.224
H -3.293 1.447 2.566
H -1.423 1.928 4.871
H -1.133 -0.421 2.811
H -1.423 -0.591 4.497
H 0.693 -1.849 4.684
H 2.113 -0.931 4.154
H 0.942 -1.570 2.909
H -1.223 3.253 2.923
H -1.085 1.894 2.031
```

Computed properties:
HOMO level	-5.968	eV
lowest unoccupied orbital energy	2.61	eV
net charge	-1
ΔE to the lowest compared entry with this formula, charge and spin	0.000	eV

[2]
Density functional theory data (ωB97M-V with the def2-TZVPD basis set) for a molecular structure, C16H51BO12PdS.

The geometry in XYZ format:
```
82
C16H51BO12PdS, DFT ωB97M-V with the def2-TZVPD basis set
Pd 7.235 6.522 3.396
B 3.003 7.942 0.742
H 3.085 7.083 0.094
H 3.616 7.758 1.610
H 3.390 8.749 0.140
H 1.950 8.009 0.968
S 4.026 5.518 4.031
O 3.835 4.481 5.022
O 3.064 5.313 2.899
O 3.842 6.815 4.671
O 5.435 5.459 3.567
C 10.422 9.494 2.015
C 10.236 8.465 3.175
O 8.961 7.829 3.091
H 10.560 8.929 1.094
H 11.411 9.952 2.052
H 9.625 10.232 2.108
H 10.429 8.916 4.148
H 11.036 7.738 3.035
C 6.421 4.277 8.701
C 5.602 4.795 7.536
O 4.440 3.939 7.368
H 6.945 3.373 8.389
H 5.693 3.925 9.431
H 7.227 4.951 8.994
H 6.207 4.933 6.640
H 5.316 5.824 7.752
H 4.153 4.111 6.469
C 10.339 4.635 5.099
C 9.160 5.101 5.964
O 8.072 5.274 5.027
H 10.674 5.439 4.443
H 10.033 3.768 4.513
H 11.185 4.334 5.717
H 9.231 6.082 6.434
H 9.013 4.320 6.709
H 7.834 4.351 4.919
C 11.850 3.642 1.550
C 11.818 5.163 1.543
O 10.815 5.710 0.690
H 12.601 3.221 2.219
H 12.098 3.179 0.595
H 10.950 3.161 1.934
H 12.803 5.520 1.242
H 11.557 5.523 2.539
H 10.742 6.656 0.839
C 7.343 0.682 4.823
C 6.137 1.613 4.888
O 6.507 2.966 4.966
H 6.928 -0.325 4.777
H 7.972 0.953 5.671
H 8.051 0.830 4.008
H 5.493 1.354 5.728
H 5.474 1.371 4.057
H 5.669 3.425 4.873
C 6.350 9.838 1.740
C 6.457 8.540 0.973
O 6.017 7.446 1.824
H 7.095 9.808 2.536
H 5.336 9.948 2.123
H 6.623 10.636 1.050
H 7.483 8.461 0.614
H 5.770 8.489 0.128
H 5.068 7.450 1.677
C 8.383 2.793 0.817
C 7.520 3.889 1.498
O 8.284 4.977 1.978
H 9.036 3.212 0.051
H 7.794 1.916 0.549
H 8.973 2.399 1.644
H 6.968 3.415 2.310
H 6.798 4.299 0.792
H 8.944 5.191 1.314
C 7.633 9.317 6.099
C 6.313 8.541 6.164
O 6.253 7.671 5.068
H 8.371 8.523 6.217
H 7.819 10.006 6.922
H 7.800 9.872 5.176
H 5.565 9.333 6.132
H 6.158 8.056 7.128
H 5.324 7.436 5.009
```

Computed properties:
HOMO level (alpha / beta)	-2.108 / -2.106	eV
lowest unoccupied orbital energy (alpha / beta)	4.00 / 4.00	eV
2S+1	3
net charge	-2

What are the max |F| values for these records? In order: 1.97, 4.93 eV/Å.